# 1
Molecular formula: C25H41GaGeN4OSi3
Method: DFT, ωB97M-V/def2-TZVPD

The strongest force on any atom is 0.8 eV/A. The total charge is +2. The value obtained for the frontier orbital gap is 6.371 eV. Its HOMO energy is -13.650 eV. The energy is -167111.80600 eV. The calculation puts the energy relative to the best compared isomer or geometry (same formula, charge and spin) at 3.8 kcal per mole.

Last column: Löwdin charge in e.
Positions of all 76 atoms, in Å:
Ga: -0.275 -0.633 0.093  0.46
C: 3.909 -1.892 -3.347  -0.03
C: 4.538 -1.840 -2.105  -0.04
C: 3.790 -1.819 -0.943  0.00
C: 2.401 -1.838 -1.052  -0.26
C: 1.763 -1.888 -2.286  -0.04
C: 2.524 -1.919 -3.442  -0.04
N: 1.551 -1.799 0.086  0.02
N: 2.061 -2.059 1.190  0.15
C: 1.149 -1.942 2.281  -0.28
C: 1.568 -2.367 3.524  0.05
C: 0.674 -2.260 4.581  0.01
C: -0.585 -1.728 4.348  0.00
C: -0.913 -1.311 3.069  -0.11
N: -0.060 -1.422 2.044  0.05
H: 4.508 -1.910 -4.247  0.12
H: 5.617 -1.813 -2.047  0.12
H: 4.262 -1.767 0.027  0.12
H: 0.681 -1.925 -2.332  0.09
H: 2.042 -1.963 -4.409  0.12
H: 2.564 -2.771 3.639  0.14
H: 0.962 -2.582 5.573  0.13
H: -1.304 -1.616 5.147  0.13
H: -1.873 -0.857 2.857  0.10
C: -3.204 1.139 1.501  -0.22
Si: -2.577 2.095 0.013  0.31
C: -3.327 1.386 -1.542  -0.21
C: -2.893 3.921 0.189  -0.21
Ge: -0.197 1.808 -0.120  0.63
Si: 0.750 2.189 -2.296  0.32
C: -0.100 1.082 -3.540  -0.20
C: 0.388 3.982 -2.658  -0.21
C: 2.585 1.863 -2.223  -0.20
Si: 1.166 2.476 1.741  0.32
C: 0.284 2.165 3.358  -0.20
C: 2.796 1.562 1.682  -0.20
C: 1.407 4.298 1.437  -0.21
H: -4.232 1.424 1.735  0.05
H: -2.598 1.321 2.391  0.02
H: -3.212 0.065 1.279  0.01
H: -4.418 1.393 -1.480  0.05
H: -3.008 0.352 -1.702  0.02
H: -3.043 1.966 -2.421  0.03
H: -3.962 4.140 0.212  0.04
H: -2.458 4.472 -0.648  0.03
H: -2.454 4.309 1.111  0.03
H: -1.148 1.356 -3.665  0.02
H: -0.061 0.032 -3.250  0.00
H: 0.386 1.175 -4.515  0.05
H: -0.688 4.162 -2.712  0.03
H: 0.822 4.278 -3.616  0.05
H: 0.802 4.639 -1.891  0.03
H: 2.810 0.871 -1.829  0.01
H: 3.095 2.600 -1.599  0.03
H: 3.014 1.929 -3.227  0.05
H: -0.071 1.138 3.436  -0.01
H: -0.575 2.829 3.476  0.04
H: 0.960 2.347 4.197  0.05
H: 2.669 0.478 1.700  0.00
H: 3.410 1.831 2.546  0.05
H: 3.358 1.815 0.782  0.03
H: 0.454 4.826 1.363  0.03
H: 1.962 4.470 0.512  0.03
H: 1.975 4.753 2.252  0.05
O: -1.494 -1.916 -0.578  -0.18
N: -2.087 -3.100 -0.436  -0.13
C: -2.218 -3.855 -1.540  0.04
C: -2.855 -5.073 -1.467  0.01
C: -3.358 -5.511 -0.251  0.00
C: -3.208 -4.707 0.869  0.00
C: -2.565 -3.495 0.755  0.02
H: -1.807 -3.426 -2.441  0.15
H: -2.953 -5.663 -2.366  0.13
H: -3.866 -6.463 -0.178  0.13
H: -3.591 -5.005 1.834  0.13
H: -2.414 -2.805 1.569  0.12


# 2
Molecular formula: C25H41O9PSi
Method: DFT, ωB97M-V/def2-TZVPD

The strongest force on any atom is 2.2 eV/A. Its SMILES is C[C@@H](O)CO[C@@H]1OC(=O)O[C@@]1(CCCCCCCC[Si](C)(C)c1ccccc1)[PH2]=O.O=C1OCCO1. The value obtained for the frontier orbital gap is 9.685 eV. Its HOMO energy is -9.287 eV. The energy is -62183.75681 eV.

Last column: Löwdin charge in e.
Positions of all 77 atoms, in Å:
C: -0.244 -6.881 2.277  -0.02
C: -0.553 -5.650 3.175  -0.36
O: 0.513 -4.713 3.103  -0.05
C: -1.866 -4.917 2.662  -0.10
O: -1.513 -3.624 2.166  -0.05
C: -2.405 -3.232 1.181  -0.32
O: -2.262 -3.995 -0.020  0.09
C: -0.985 -3.625 -0.434  -0.49
O: -0.173 -4.306 -1.000  0.17
O: -0.766 -2.322 -0.042  0.06
C: -1.987 -1.871 0.584  -0.44
C: -1.650 -0.743 1.572  -0.13
C: -1.087 0.485 0.794  -0.21
C: -0.194 1.335 1.734  -0.20
C: -0.348 2.852 1.491  -0.20
C: -0.031 3.260 0.013  -0.19
C: 1.164 4.234 -0.112  -0.20
C: 0.995 5.365 -1.153  -0.25
C: 0.291 4.948 -2.475  -0.25
Si: 1.440 4.193 -3.786  0.61
C: 3.149 4.998 -3.836  -0.17
C: 1.518 2.300 -3.654  -0.17
C: 0.625 4.613 -5.458  -0.25
C: 0.427 5.945 -5.802  -0.13
C: -0.182 6.343 -6.963  -0.09
C: -0.623 5.384 -7.860  -0.10
C: -0.423 4.066 -7.544  -0.11
C: 0.191 3.668 -6.376  -0.10
P: -3.327 -1.332 -0.597  0.81
O: -4.610 -2.031 -0.340  -0.42
H: -0.832 -6.875 1.354  0.08
H: -0.463 -7.806 2.821  0.08
H: 0.821 -6.851 2.025  0.08
H: -0.705 -5.967 4.209  0.12
H: 0.828 -4.709 2.193  0.09
H: -2.539 -4.765 3.518  0.13
H: -2.337 -5.553 1.909  0.12
H: -3.414 -3.146 1.596  0.17
H: -2.598 -0.440 2.041  0.13
H: -0.965 -1.085 2.352  0.13
H: -1.954 1.069 0.469  0.09
H: -0.497 0.160 -0.070  0.11
H: -0.569 1.144 2.751  0.11
H: 0.861 1.042 1.691  0.12
H: 0.284 3.408 2.194  0.10
H: -1.392 3.106 1.725  0.11
H: -0.956 3.654 -0.411  0.10
H: 0.270 2.327 -0.481  0.09
H: 2.115 3.709 -0.265  0.11
H: 1.274 4.726 0.867  0.10
H: 2.004 5.703 -1.430  0.08
H: 0.499 6.255 -0.747  0.10
H: -0.089 5.876 -2.932  0.07
H: -0.584 4.303 -2.341  0.06
H: 3.095 5.998 -4.277  0.03
H: 3.765 4.389 -4.513  0.04
H: 3.632 4.984 -2.853  0.02
H: 0.612 1.936 -3.161  0.03
H: 2.404 2.048 -3.058  0.03
H: 1.604 1.850 -4.647  0.02
H: 0.766 6.723 -5.115  0.10
H: -0.326 7.406 -7.145  0.11
H: -1.128 5.693 -8.770  0.10
H: -0.786 3.324 -8.254  0.11
H: 0.324 2.607 -6.189  0.09
H: -2.892 -1.613 -1.919  0.04
H: -3.565 0.059 -0.526  0.03
C: 1.159 -5.570 6.600  -0.12
C: 2.574 -5.312 7.056  -0.12
O: 2.680 -6.138 8.218  0.06
C: 1.760 -7.132 8.107  -0.57
O: 1.701 -8.076 8.822  0.17
O: 0.916 -6.899 7.066  0.06
H: 1.049 -5.509 5.520  0.11
H: 0.441 -4.895 7.070  0.14
H: 3.315 -5.636 6.323  0.13
H: 2.754 -4.269 7.303  0.13


# 3
Molecular formula: C25H42AlIN5OS
Method: DFT, ωB97M-V/def2-TZVPD

The strongest force on any atom is 2.9 eV/A. The total charge is -1. The value obtained for the frontier orbital gap is 6.119 eV. Its HOMO energy is -4.730 eV. The energy is -61634.57926 eV.

Last column: Löwdin charge in e.
Positions of all 76 atoms, in Å:
C: 7.499 -2.902 0.808  -0.16
C: 6.867 -1.652 -0.052  -0.38
C: 7.578 -0.184 0.312  -0.74
I: 7.940 0.796 -1.633  0.63
Al: 6.239 1.027 1.369  -0.16
S: 5.777 -0.087 3.312  0.36
C: 7.228 2.768 1.814  -0.26
C: 8.763 2.347 2.328  -0.34
N: 9.137 3.182 3.554  -0.09
C: 4.620 1.368 0.157  -0.29
C: 3.318 2.033 0.901  -0.24
C: 2.236 0.895 1.477  -0.23
O: 2.536 0.468 2.852  -0.28
C: 2.296 -0.968 3.061  -0.15
H: 8.381 -2.598 1.527  0.08
H: 7.826 -3.738 0.022  0.07
H: 6.638 -3.414 1.449  0.06
H: 5.709 -1.648 0.120  0.09
H: 7.106 -1.857 -1.180  0.04
H: 8.556 -0.317 0.965  0.04
H: 5.643 -1.480 3.015  -0.20
H: 6.701 3.264 2.743  0.05
H: 7.259 3.505 0.893  0.06
H: 8.777 1.194 2.565  0.07
H: 9.544 2.579 1.486  0.11
H: 8.813 2.717 4.436  0.06
H: 10.190 3.294 3.585  0.05
H: 4.980 2.140 -0.679  0.05
H: 4.304 0.392 -0.406  0.05
H: 2.712 2.611 0.051  0.09
H: 3.579 2.855 1.707  0.11
H: 2.159 0.025 0.695  0.11
H: 1.168 1.427 1.496  0.12
H: 1.756 -1.518 2.181  0.09
H: 3.265 -1.590 3.330  0.06
H: 1.560 -1.050 3.996  0.10
N: -0.992 1.651 -2.076  -0.01
C: -0.632 2.802 -2.728  -0.15
C: 0.723 2.749 -2.969  -0.11
C: 1.196 1.520 -2.450  -0.11
C: 0.116 0.861 -1.907  -0.14
H: -1.928 1.420 -1.769  0.12
H: -1.369 3.558 -2.962  0.10
H: 1.307 3.513 -3.466  0.09
H: 2.215 1.155 -2.471  0.10
H: 0.041 -0.100 -1.415  0.11
N: -4.162 -0.226 -1.040  -0.01
C: -4.204 -0.144 0.327  -0.14
C: -4.285 -1.424 0.828  -0.10
C: -4.286 -2.310 -0.276  -0.12
C: -4.206 -1.543 -1.417  -0.15
H: -4.106 0.562 -1.672  0.13
H: -4.174 0.816 0.826  0.11
H: -4.337 -1.691 1.876  0.10
H: -4.338 -3.390 -0.242  0.10
H: -4.178 -1.821 -2.462  0.11
N: -8.299 -3.140 -1.271  0.01
C: -7.759 -3.309 -0.023  -0.14
C: -8.576 -4.164 0.682  -0.11
C: -9.643 -4.528 -0.173  -0.12
C: -9.445 -3.884 -1.374  -0.15
H: -7.911 -2.558 -2.003  0.14
H: -6.842 -2.806 0.256  0.08
H: -8.420 -4.491 1.702  0.09
H: -10.467 -5.189 0.061  0.09
H: -10.022 -3.890 -2.289  0.10
N: -7.064 0.743 -2.451  0.00
C: -7.939 1.219 -3.392  -0.15
C: -8.888 1.979 -2.744  -0.12
C: -8.570 1.965 -1.365  -0.11
C: -7.437 1.198 -1.213  -0.14
H: -6.266 0.150 -2.640  0.12
H: -7.814 0.975 -4.438  0.10
H: -9.719 2.488 -3.215  0.09
H: -9.109 2.463 -0.569  0.09
H: -6.868 0.935 -0.331  0.10